8
Properties=species:S:1:pos:R:3:forces:R:3:mulliken_charge:R:1 method="wB97M-V/def2-TZVPD" homo_lumo_gap_ev=10.11 homo_ev=-9.45 e_above_lowest_kcal_mol=31.3 spin_multiplicity=1 charge=0 fmax_ev_per_a=5.4 smiles=CNC#N
C 0.18779 0.18717 0.29235 -4.855 0.805 2.306 -0.729
N -1.04895 -0.51974 -0.33638 4.998 0.632 0.251 -0.275
C -2.19855 -0.07782 0.01165 -3.693 -0.008 0.096 0.345
N -3.28568 0.24377 0.29350 1.209 -0.053 -0.128 -0.444
H 0.88511 0.34877 -0.45234 1.690 0.201 -1.040 0.322
H -0.22210 1.17100 0.77032 0.835 -1.410 -1.436 0.250
H 0.40394 -0.35710 1.20320 0.997 -0.457 -0.315 0.286
H -0.76364 -1.25141 -0.98263 -1.180 0.290 0.268 0.244

=====

8
Properties=species:S:1:pos:R:3:forces:R:3:mulliken_charge:R:1 method="wB97M-V/def2-TZVPD" homo_lumo_gap_ev=10.91 homo_ev=-9.88 e_above_lowest_kcal_mol=47.7 spin_multiplicity=1 charge=0 fmax_ev_per_a=1.8 smiles="C=NN=C"
C 1.51433 0.04458 -0.11747 0.138 -0.624 0.606 -0.262
N 0.58828 -0.73611 0.31052 0.871 1.239 -0.949 -0.289
N -0.58408 -0.65608 -0.42553 -0.415 0.129 0.468 -0.281
C -1.51312 0.02816 0.10283 -0.020 -0.223 0.441 -0.263
H 2.49318 0.01301 0.39698 -0.707 -0.031 -0.276 0.254
H 1.41415 0.72548 -0.97956 -0.186 -0.353 0.369 0.292
H -1.42072 0.54193 1.07534 0.170 -0.205 -0.403 0.284
H -2.49203 0.03903 -0.36311 0.149 0.068 -0.255 0.266

=====

8
Properties=species:S:1:pos:R:3:forces:R:3:mulliken_charge:R:1 method="wB97M-V/def2-TZVPD" homo_lumo_gap_ev=11.01 homo_ev=-10.04 e_above_lowest_kcal_mol=119.1 spin_multiplicity=1 charge=0 fmax_ev_per_a=4.9
C 0.45047 -0.39433 -0.20426 1.521 -2.584 -3.512 -0.424
C -0.75065 0.28884 -0.62285 -0.073 0.858 1.096 0.203
N -1.49123 0.01868 0.64595 2.250 1.763 2.407 -0.384
N -0.89291 -1.04687 -0.14101 0.462 -0.464 0.633 -0.278
H 0.99415 -0.89814 -1.09253 -0.566 0.938 1.277 0.187
H 1.12878 -0.35819 0.63117 -0.569 0.705 0.786 0.221
H -1.02386 0.68051 -1.62499 -0.214 -0.194 1.191 0.234
H -0.65717 0.32980 1.70824 -2.812 -1.023 -3.880 0.241